[1]
{
  "formula": "C3H2FO4Yb",
  "method": "ωB97M-V/def2-TZVPD",
  "e_homo_ev": [-20.25, -22.31],
  "charge": 3,
  "multiplicity": 3,
  "s_squared": 2.02,
  "elements": ["C", "O", "H", "C", "O", "C", "O", "O", "Yb", "F", "H"],
  "xyz": [[-2.55, -1.13, -1.67], [-3.66, -0.95, -1.53], [-0.84, -0.52, 0.52], [0.02, 1.06, -1.01], [1.12, 0.68, -0.27], [1.04, -0.13, 0.77], [-0.08, -0.67, 1.12], [2.07, -0.31, 1.42], [3.21, -1.28, 3.26], [-0.53, 2.15, -0.52], [0.21, 1.09, -2.09]],
  "nbo_charge": [1.143, -0.198, 0.503, 0.409, -0.458, 1.072, -0.610, -0.812, 1.971, -0.241, 0.220]
}

[2]
{
  "formula": "C5H11NO5",
  "method": "ωB97M-V/def2-TZVPD",
  "e_homo_ev": [-10.76, -10.75],
  "charge": 0,
  "multiplicity": 1,
  "elements": ["N", "O", "O", "O", "C", "C", "C", "C", "C", "O", "O", "H", "H", "H", "H", "H", "H", "H", "H", "H", "H", "H"],
  "xyz": [[3.20, -3.24, -3.42], [2.82, -4.42, -3.50], [2.27, -2.30, -3.27], [4.38, -2.87, -3.51], [-2.34, 2.36, 2.51], [-1.79, 1.82, 1.19], [-0.71, 0.72, 1.20], [-0.31, 0.31, -0.23], [0.77, -0.78, -0.20], [1.13, -1.14, -1.55], [2.08, -2.11, -1.52], [-3.09, 3.12, 2.26], [-2.83, 1.60, 3.12], [-1.57, 2.85, 3.12], [-2.64, 1.42, 0.62], [-1.38, 2.66, 0.62], [0.19, 1.06, 1.72], [-1.06, -0.18, 1.72], [-1.20, -0.05, -0.76], [0.07, 1.20, -0.76], [1.65, -0.39, 0.32], [0.37, -1.66, 0.33]],
  "nbo_charge": [0.655, -0.336, -0.161, -0.336, -0.603, -0.389, -0.389, -0.408, -0.087, -0.224, 0.064, 0.214, 0.205, 0.205, 0.196, 0.196, 0.197, 0.197, 0.213, 0.213, 0.188, 0.188]
}

[3]
{
  "formula": "C5H5FO",
  "method": "ωB97M-V/def2-TZVPD",
  "smiles": "C=C=CF.C=C=O",
  "e_homo_ev": -9.28,
  "charge": 0,
  "multiplicity": 1,
  "elements": ["C", "C", "C", "F", "H", "H", "H", "C", "C", "O", "H", "H"],
  "xyz": [[1.19, -1.51, -0.57], [1.25, -0.23, -0.37], [1.24, 1.05, -0.16], [1.06, 1.57, 1.08], [2.06, -2.13, -0.52], [0.26, -1.99, -0.82], [1.42, 1.81, -0.90], [-1.78, -0.08, 0.83], [-1.52, 0.81, -0.07], [-1.39, 1.60, -0.91], [-2.69, -0.63, 0.78], [-1.10, -0.28, 1.64]],
  "nbo_charge": [-0.404, -0.035, 0.143, -0.338, 0.219, 0.221, 0.197, -0.799, 0.733, -0.472, 0.265, 0.270]
}

[4]
{
  "formula": "C2H4O3S",
  "method": "ωB97M-V/def2-TZVPD",
  "smiles": "OC(O)=C(O)S",
  "e_homo_ev": -8.65,
  "charge": 0,
  "multiplicity": 1,
  "elements": ["O", "C", "O", "C", "O", "S", "H", "H", "H", "H"],
  "xyz": [[0.54, 1.61, 0.02], [0.71, 0.26, 0.15], [2.00, -0.25, 0.12], [-0.31, -0.59, 0.09], [-0.35, -1.90, 0.03], [-2.16, 0.44, 0.15], [-0.51, 1.77, -0.07], [2.55, 0.42, -0.31], [-0.58, -2.34, 0.98], [-1.89, 0.58, -1.17]],
  "nbo_charge": [-0.718, 0.489, -0.665, 0.153, -0.659, -0.231, 0.506, 0.491, 0.485, 0.148]
}

[5]
{
  "formula": "CH4BrNO2S",
  "method": "ωB97M-V/def2-TZVPD",
  "e_homo_ev": [-9.31, -9.55],
  "charge": 0,
  "multiplicity": 1,
  "elements": ["C", "N", "O", "O", "S", "Br", "H", "H", "H", "H"],
  "xyz": [[1.06, 1.37, -0.09], [-1.25, -1.58, 0.16], [-2.47, 0.07, -1.20], [-2.36, 0.51, 1.29], [-1.76, 0.10, 0.04], [2.07, -0.18, 0.00], [1.36, 1.91, -0.99], [0.88, 1.85, 0.96], [-0.30, -1.72, 0.47], [-1.35, -1.94, -0.79]],
  "nbo_charge": [-0.508, -0.998, -0.887, -0.854, 1.960, 0.074, 0.203, 0.226, 0.391, 0.393]
}

[6]
{
  "formula": "CH8N2O2",
  "method": "ωB97M-V/def2-TZVPD",
  "smiles": "[H]/N=C/N.O.O",
  "e_homo_ev": -9.61,
  "charge": 0,
  "multiplicity": 1,
  "elements": ["H", "N", "C", "N", "H", "H", "H", "O", "H", "H", "O", "H", "H"],
  "xyz": [[-0.99, 3.99, -3.05], [-0.89, 3.46, -2.19], [-0.12, 2.46, -2.20], [0.18, 1.82, -1.02], [0.38, 2.14, -3.11], [-0.23, 2.29, -0.22], [0.05, 0.84, -0.91], [1.44, -5.80, 3.40], [0.83, -6.08, 2.70], [2.11, -5.34, 2.89], [-0.75, -0.26, 1.14], [-0.50, 0.31, 1.87], [-1.50, 0.16, 0.69]],
  "nbo_charge": [0.347, -0.713, 0.276, -0.832, 0.149, 0.376, 0.395, -0.929, 0.465, 0.465, -0.944, 0.475, 0.473]
}

Copy entry 5 word for word.
{
  "formula": "CH4BrNO2S",
  "method": "ωB97M-V/def2-TZVPD",
  "e_homo_ev": [-9.31, -9.55],
  "charge": 0,
  "multiplicity": 1,
  "elements": ["C", "N", "O", "O", "S", "Br", "H", "H", "H", "H"],
  "xyz": [[1.06, 1.37, -0.09], [-1.25, -1.58, 0.16], [-2.47, 0.07, -1.20], [-2.36, 0.51, 1.29], [-1.76, 0.10, 0.04], [2.07, -0.18, 0.00], [1.36, 1.91, -0.99], [0.88, 1.85, 0.96], [-0.30, -1.72, 0.47], [-1.35, -1.94, -0.79]],
  "nbo_charge": [-0.508, -0.998, -0.887, -0.854, 1.960, 0.074, 0.203, 0.226, 0.391, 0.393]
}

Repeat the second record exactly.
{
  "formula": "C5H11NO5",
  "method": "ωB97M-V/def2-TZVPD",
  "e_homo_ev": [-10.76, -10.75],
  "charge": 0,
  "multiplicity": 1,
  "elements": ["N", "O", "O", "O", "C", "C", "C", "C", "C", "O", "O", "H", "H", "H", "H", "H", "H", "H", "H", "H", "H", "H"],
  "xyz": [[3.20, -3.24, -3.42], [2.82, -4.42, -3.50], [2.27, -2.30, -3.27], [4.38, -2.87, -3.51], [-2.34, 2.36, 2.51], [-1.79, 1.82, 1.19], [-0.71, 0.72, 1.20], [-0.31, 0.31, -0.23], [0.77, -0.78, -0.20], [1.13, -1.14, -1.55], [2.08, -2.11, -1.52], [-3.09, 3.12, 2.26], [-2.83, 1.60, 3.12], [-1.57, 2.85, 3.12], [-2.64, 1.42, 0.62], [-1.38, 2.66, 0.62], [0.19, 1.06, 1.72], [-1.06, -0.18, 1.72], [-1.20, -0.05, -0.76], [0.07, 1.20, -0.76], [1.65, -0.39, 0.32], [0.37, -1.66, 0.33]],
  "nbo_charge": [0.655, -0.336, -0.161, -0.336, -0.603, -0.389, -0.389, -0.408, -0.087, -0.224, 0.064, 0.214, 0.205, 0.205, 0.196, 0.196, 0.197, 0.197, 0.213, 0.213, 0.188, 0.188]
}